Computed, not measured: a single C3H3NO3 molecule at a distorted geometry, with ωB97M-V with the def2-TZVPD basis set.

Each line ends with the Löwdin charge.
Atoms and positions in Å:
O (-0.76551, 1.12106, -0.03811)  -0.027
O (-0.19526, -1.06491, -0.16436)  -0.090
O (2.79544, -0.05380, -0.23443)  0.085
N (-1.55179, -0.98326, 0.05872)  0.091
C (1.76679, 0.00378, 0.39235)  -0.159
C (-1.91453, 0.25888, -0.05930)  -0.097
C (0.40926, 0.13106, -0.37663)  -0.230
H (1.62874, -0.12332, 1.62308)  0.186
H (0.66664, 0.05436, -1.38384)  0.131
H (-2.83979, 0.65614, 0.18253)  0.109

Atoms 1-2, force components in eV/Å:
1.0 -1.6 -1.2
-0.7 -2.5 1.5

Properties
- frontier orbital gap (eV) = 9.72
- charge = 0
- LUMO energy (eV) = 0.09
- SMILES string = O=C[C@@H]1OC=NO1
- maximum force (eV/A) = 6.24
- energy above the lowest of the compared OMol25 structures with the same formula, charge and spin (eV) = 4.8506



Computed, not measured: a molecular structure, C3H5AgO3 at a distorted geometry, with ωB97M-V with the def2-TZVPD basis set.

Each line ends with the Löwdin charge.
Atoms and positions in Å:
Ag (-0.68932, -1.63028, 2.21892)  0.886
O (0.16117, -0.15104, 0.17466)  -0.120
O (-0.66134, 1.05988, 0.29398)  -0.087
O (0.14788, -2.85498, 0.10632)  -0.097
C (1.01299, -3.56985, -0.36635)  -0.058
C (-0.16482, 2.20261, -0.23202)  -0.178
C (-0.95899, 3.27366, -0.33328)  0.127
H (0.75987, -4.55287, -0.79770)  0.102
H (-2.04072, 3.18981, -0.22300)  0.092
H (2.07577, -3.35284, -0.15745)  0.100
H (-0.53411, 4.26330, -0.17798)  0.092
H (0.89162, 2.12257, -0.50610)  0.140

Atoms 1-2, force components in eV/Å:
0.4 0.2 -1.1
-2.2 3.5 0.8

Properties
- frontier orbital gap (spin up / spin down) (eV) = 8.10 / 7.33
- charge = +1
- LUMO energy (spin up / spin down) (eV) = -5.57 / -6.12
- 2S+1 = 2
- maximum force (eV/A) = 4.17
- energy above the lowest of the compared OMol25 structures with the same formula, charge and spin (eV) = 3.3761



Computed, not measured: a molecular structure, C13H14N2O3S2 at a distorted geometry, with ωB97M-V with the def2-TZVPD basis set.

Each line ends with the Löwdin charge.
Atoms and positions in Å:
S (-2.49815, -0.28400, 0.34443)  0.976
S (-0.79026, 2.27036, -0.07875)  0.992
O (-5.35778, -0.08620, -0.76045)  -0.024
O (-5.78670, 0.88192, 1.22203)  0.125
O (6.45924, -0.95105, 0.12026)  -0.081
N (0.15382, -0.06586, 0.22012)  0.046
N (0.82289, 2.08929, -0.11326)  -0.274
C (-6.63772, -2.01215, 0.00203)  -0.057
C (-6.64698, -0.70854, -0.78151)  -0.205
C (-0.98919, 0.52873, 0.17712)  -0.895
C (-5.05140, 0.64387, 0.30470)  -0.590
C (4.16575, -1.36030, 0.26658)  0.003
C (4.89344, 0.90742, -0.09705)  -0.014
C (-3.62571, 1.15416, 0.20274)  -0.369
C (1.16001, 0.83008, 0.05462)  -0.435
C (3.57493, 1.31704, -0.10860)  -0.018
C (2.54253, 0.39942, 0.06596)  -0.178
C (7.55217, -0.08033, -0.04994)  -0.088
C (2.85437, -0.94918, 0.25440)  -0.018
C (5.20276, -0.43816, 0.09105)  -0.274
H (7.52337, 0.41476, -1.02574)  0.096
H (-3.42102, 1.85110, 1.01475)  0.085
H (8.43993, -0.70804, 0.00857)  0.093
H (5.67142, 1.64172, -0.23476)  0.102
H (3.32901, 2.35750, -0.25358)  0.110
H (-6.43465, -1.81424, 1.05161)  0.078
H (-3.45846, 1.61865, -0.76925)  0.082
H (-7.60656, -2.49517, -0.08397)  0.079
H (7.59105, 0.67517, 0.74115)  0.096
H (4.42523, -2.39713, 0.41104)  0.118
H (2.05160, -1.65655, 0.38949)  0.109
H (-7.38135, -0.01405, -0.36133)  0.123
H (-5.87070, -2.67770, -0.38614)  0.080
H (-6.85686, -0.88252, -1.83835)  0.125

Atoms 1-2, force components in eV/Å:
-0.4 -0.1 0.0
-0.2 -1.1 0.2

Properties
- frontier orbital gap (eV) = 8.60
- charge = 0
- LUMO energy (eV) = 0.46
- maximum force (eV/A) = 1.21
- energy above the lowest of the compared OMol25 structures with the same formula, charge and spin (eV) = 1.2161



Computed, not measured: a single C28H25NO3 molecule, with ωB97M-V with the def2-TZVPD basis set.

Each line ends with the Löwdin charge.
Atoms and positions in Å:
O (-5.62647, 2.29989, -0.56712)  -0.082
O (-3.06359, -4.26928, 0.25497)  -0.082
O (1.11469, -1.52380, -2.02936)  0.097
N (2.12579, 0.33315, -1.14878)  0.143
C (1.07674, -0.36174, -1.69051)  -0.434
C (5.60354, 0.32702, 0.16298)  -0.168
C (-3.53661, 1.27548, -0.72265)  0.062
C (5.17617, -1.75031, -0.97645)  -0.068
C (-1.28304, -1.14291, -0.11491)  -0.156
C (4.27718, 0.76440, -0.10701)  -0.093
C (-2.13089, -3.31225, 0.52194)  -0.260
C (-1.16934, -3.39241, 1.52196)  -0.024
C (-2.20114, 1.15270, -0.38632)  -0.155
C (-0.33298, -1.22365, 0.89753)  -0.034
C (6.03105, -0.93867, -0.28688)  -0.046
C (-1.64695, 2.03158, 0.53971)  -0.036
C (-6.48374, 3.27662, -0.02968)  -0.092
C (6.06729, 2.39007, 1.33854)  -0.084
C (-1.35911, -0.10671, -2.47600)  -0.005
C (-4.32916, 2.27253, -0.15388)  -0.264
C (-2.42911, 3.01836, 1.10473)  -0.072
C (-3.76594, 3.15019, 0.76515)  -0.027
C (6.47559, 1.16853, 0.88561)  -0.034
C (3.88992, 2.02993, 0.38522)  -0.031
C (-3.05552, -5.44719, 1.02270)  -0.093
C (3.41775, -0.10278, -0.84919)  -0.159
C (-2.17874, -2.18080, -0.29118)  0.067
C (-0.15143, 0.48267, -1.79551)  -0.105
C (4.75777, 2.82000, 1.08790)  -0.084
C (-1.37291, 0.06517, -0.99318)  -0.304
C (-0.27973, -2.34558, 1.69922)  -0.063
C (3.87144, -1.33527, -1.26078)  -0.002
H (2.88705, 2.40277, 0.22432)  0.098
H (0.01554, 1.54917, -1.89668)  0.149
H (7.04239, -1.25120, -0.07186)  0.108
H (6.74166, 3.02694, 1.89154)  0.102
H (-2.10962, -5.98873, 0.91946)  0.095
H (7.48082, 0.82053, 1.07603)  0.112
H (-1.99879, 3.70203, 1.82202)  0.105
H (-1.96450, 0.54672, -3.08554)  0.117
H (1.93106, 1.29023, -0.89498)  0.113
H (-6.58145, 3.17337, 1.05594)  0.096
H (0.46755, -2.41483, 2.47619)  0.107
H (-1.09950, -4.25704, 2.16290)  0.101
H (-2.92718, -2.13822, -1.06651)  0.133
H (-3.99169, 0.60053, -1.42997)  0.132
H (-6.14166, 4.28889, -0.26934)  0.095
H (-3.86516, -6.06071, 0.63023)  0.092
H (3.21013, -1.98516, -1.80766)  0.100
H (4.43407, 3.78296, 1.45533)  0.102
H (-1.23530, -1.10870, -2.85926)  0.120
H (-7.45323, 3.10616, -0.49516)  0.093
H (-0.60766, 1.93803, 0.81670)  0.108
H (-4.35085, 3.93242, 1.22233)  0.101
H (-3.24156, -5.23926, 2.08181)  0.095
H (0.37042, -0.41929, 1.05103)  0.111
H (5.49897, -2.72255, -1.31766)  0.105

Atoms 1-2, force components in eV/Å:
0.3 -0.2 -0.1
0.1 0.3 -0.2

Properties
- frontier orbital gap (eV) = 8.42
- charge = 0
- LUMO energy (eV) = 0.55
- SMILES string = COc1cccc(C2(c3cccc(OC)c3)C[C@@H]2C(=O)Nc2cccc3ccccc23)c1
- maximum force (eV/A) = 0.61
- energy above the lowest of the compared OMol25 structures with the same formula, charge and spin (eV) = 0.3416